Entry 1:
Computed, not measured: a structure of composition C41H80Br3N7O5P at a distorted geometry, with ωB97M-V/def2-TZVPD.

```
137
Properties=species:S:1:pos:R:3:lowdin_spin:R:1
C 2.011 2.586 1.939 0.0000
N 1.829 3.524 0.842 0.0000
C 2.050 3.286 -0.551 0.0000
C 2.843 2.033 -1.020 0.0000
C 4.145 1.772 -0.271 0.0000
Br 4.916 0.075 -0.557 0.0000
C 4.878 2.655 0.428 0.0000
C 4.727 4.124 0.715 0.0000
Br 6.475 2.128 1.255 0.0001
N 3.201 2.381 -2.530 0.0000
C 4.358 3.386 -2.780 0.0000
N 5.619 2.836 -2.520 0.0000
C 3.185 1.303 -3.605 0.0000
P 4.623 0.124 -3.900 0.0000
O 5.970 0.706 -3.881 0.0000
C 1.743 0.716 -3.607 0.0000
Br 1.662 -1.126 -4.196 0.0000
N 1.002 0.947 -2.396 0.0000
C 1.703 0.812 -1.128 0.0000
C 2.173 -0.612 -0.874 0.0000
C 1.105 -1.659 -0.510 0.0000
C -0.110 -1.924 -1.385 0.0000
C -1.159 -2.843 -0.721 0.0000
C -1.407 -2.699 0.773 0.0000
C -2.175 -1.458 1.246 0.0000
C -3.299 -1.019 0.319 0.0000
C -4.258 -0.013 0.978 0.0000
C -4.391 1.368 0.331 0.0000
C -4.565 1.390 -1.175 0.0001
C -4.595 2.803 -1.766 0.0000
O -5.909 3.251 -2.036 0.0000
C -6.221 3.529 -3.383 0.0000
N 0.749 1.068 -0.053 0.0000
C -0.435 1.268 -0.233 0.0000
O -1.564 1.451 -0.403 0.0000
H 2.288 1.601 1.586 0.0000
H 1.099 2.460 2.520 0.0000
H 2.794 2.923 2.621 0.0000
H 1.981 4.482 1.099 0.0000
H 2.518 4.167 -0.986 0.0000
H 1.095 3.244 -1.094 0.0000
H 5.712 4.581 0.710 0.0000
H 4.344 4.271 1.722 0.0000
H 4.105 4.671 0.023 0.0000
H 2.386 2.936 -2.805 0.0000
H 4.135 4.279 -2.209 0.0000
H 4.221 3.664 -3.825 0.0000
H 6.135 3.293 -1.783 0.0000
H 6.203 2.670 -3.326 0.0000
H 3.245 1.877 -4.530 0.0000
H 4.188 -0.248 -5.169 0.0000
H 4.399 -0.973 -3.080 0.0000
H 1.186 1.224 -4.386 0.0000
H 0.598 1.877 -2.468 0.0000
H 2.823 -0.975 -1.665 0.0000
H 2.757 -0.534 0.039 0.0000
H 1.682 -2.587 -0.471 0.0000
H 0.803 -1.476 0.517 0.0000
H 0.225 -2.463 -2.270 0.0000
H -0.568 -1.008 -1.761 0.0000
H -0.838 -3.872 -0.896 0.0000
H -2.093 -2.734 -1.269 0.0000
H -0.463 -2.780 1.311 0.0000
H -1.983 -3.571 1.087 0.0000
H -1.493 -0.630 1.467 0.0000
H -2.632 -1.713 2.203 0.0000
H -3.856 -1.917 0.046 0.0000
H -2.889 -0.634 -0.613 0.0000
H -3.923 0.139 2.005 0.0000
H -5.249 -0.462 1.054 0.0000
H -5.286 1.831 0.754 0.0000
H -3.556 2.006 0.627 0.0000
H -5.519 0.926 -1.426 0.0003
H -3.774 0.826 -1.668 0.0000
H -3.993 2.834 -2.676 0.0000
H -4.154 3.503 -1.051 0.0000
H -6.613 2.644 -3.892 0.0000
H -5.348 3.900 -3.923 0.0000
H -6.982 4.305 -3.401 0.0000
C -9.531 -1.308 -3.201 0.0032
C -9.846 -1.808 -1.784 0.0255
C -11.305 -1.526 -1.423 0.0163
C -11.590 -0.039 -1.213 0.0009
C -10.651 0.558 -0.165 0.0160
C -9.167 0.290 -0.435 0.0255
N -8.969 -1.165 -0.748 0.3834
O -8.840 -1.885 0.305 0.5190
C -8.635 1.190 -1.557 0.0038
C -8.347 0.613 0.807 -0.0017
C -9.570 -3.305 -1.768 -0.0012
H -10.017 -1.973 -3.915 -0.0004
H -9.894 -0.307 -3.408 0.0000
H -8.457 -1.333 -3.389 0.0014
H -11.551 -2.069 -0.506 0.0020
H -11.939 -1.933 -2.214 0.0018
H -11.506 0.506 -2.157 0.0003
H -12.621 0.088 -0.882 0.0007
H -10.792 1.639 -0.097 0.0017
H -10.906 0.143 0.815 0.0017
H -7.623 0.889 -1.829 0.0014
H -8.586 2.218 -1.200 -0.0003
H -9.243 1.198 -2.457 0.0000
H -8.712 0.087 1.685 -0.0004
H -8.411 1.686 0.989 -0.0004
H -7.299 0.347 0.660 -0.0001
H -8.516 -3.506 -1.966 0.0002
H -10.167 -3.775 -2.549 -0.0004
H -9.829 -3.755 -0.814 -0.0005
C 7.751 -2.065 2.002 0.0030
C 7.597 -1.779 3.503 0.0256
C 8.448 -0.576 3.910 0.0160
C 9.947 -0.868 3.884 0.0009
C 10.280 -2.082 4.753 0.0161
C 9.447 -3.328 4.432 0.0253
N 7.994 -2.949 4.352 0.3811
O 7.421 -2.933 5.498 0.5223
C 9.934 -3.992 3.136 0.0034
C 9.595 -4.356 5.545 -0.0015
C 6.121 -1.497 3.750 -0.0012
H 7.228 -1.280 1.449 -0.0004
H 8.777 -2.062 1.652 0.0000
H 7.301 -3.024 1.743 0.0014
H 8.165 -0.265 4.920 0.0021
H 8.189 0.244 3.237 0.0018
H 10.293 -1.026 2.859 0.0003
H 10.492 0.000 4.256 0.0007
H 11.334 -2.346 4.650 0.0017
H 10.121 -1.818 5.803 0.0018
H 9.251 -4.787 2.835 0.0014
H 10.912 -4.437 3.318 -0.0004
H 10.051 -3.306 2.303 0.0000
H 9.360 -3.937 6.519 -0.0004
H 10.628 -4.703 5.554 -0.0004
H 8.942 -5.212 5.374 0.0001
H 5.516 -2.374 3.515 0.0002
H 5.814 -0.675 3.099 -0.0004
H 5.929 -1.217 4.782 -0.0005
```

Calculated values
multiplicity: 3
DFT total energy: -283886.264 eV
charge: +1
highest occupied orbital energy (spin up / spin down): -9.154 / -10.318 eV
strongest force on any atom: 0.0264 hartree/bohr
HOMO-LUMO gap (spin up / spin down): 6.01 / 7.18 eV
LUMO level (spin up / spin down): -3.139 / -3.139 eV

Entry 2:
Computed, not measured: a cluster of 11 separate species, C41H81BF2N3O16S2 in total at a distorted geometry, with ωB97M-V/def2-TZVPD.

```
146
Properties=species:S:1:pos:R:3:mulliken_charge:R:1
C 2.860 -4.811 3.445 -1.1611
C 2.846 -3.301 3.137 -0.2570
N 2.463 -3.018 1.746 -0.1543
C 1.126 -2.424 1.582 -0.6010
O 0.207 -3.226 2.352 -0.3512
O 1.219 -1.182 2.159 -0.4500
B 0.493 -0.193 1.351 0.6819
N 1.533 0.961 1.060 -0.5750
C 1.121 2.072 0.885 0.3770
S 0.578 3.582 0.919 -0.3962
S -1.027 0.303 2.508 0.9183
O -1.383 -0.733 3.430 -0.5942
O -2.109 0.745 1.654 -0.5447
F -0.594 1.541 3.472 -0.2982
O 0.179 -0.876 0.158 -0.6926
C 0.643 -2.228 0.100 3.1311
C 1.744 -2.097 -1.000 -2.3016
C 2.776 -3.221 -1.174 0.1159
C 2.271 -4.494 -1.873 -0.4470
F 2.193 -5.528 -0.899 -0.3739
C -0.429 -3.186 -0.449 -1.3899
C -1.838 -3.187 0.193 -0.3068
O -2.075 -2.138 1.096 -0.1544
C -2.132 -4.556 0.925 -0.9016
N -2.972 -4.321 2.095 -0.4876
H 3.292 -5.355 2.594 0.1749
H 3.516 -4.991 4.291 0.4821
H 1.849 -5.210 3.595 0.2243
H 3.895 -2.994 3.231 0.4840
H 2.297 -2.728 3.881 0.1711
H 2.416 -3.924 1.283 0.1297
H 0.347 -4.144 2.098 0.3556
H 2.294 -1.180 -0.769 0.1780
H 1.261 -1.909 -1.961 0.5838
H 3.562 -2.825 -1.833 0.2792
H 3.293 -3.542 -0.275 0.1013
H 1.265 -4.402 -2.282 0.2389
H 3.003 -4.856 -2.599 0.3786
H -0.551 -3.031 -1.524 0.4670
H -0.021 -4.203 -0.337 0.2496
H -2.587 -3.137 -0.610 0.7450
H -2.722 -1.551 0.702 0.0315
H -1.186 -5.047 1.196 -0.0056
H -2.691 -5.241 0.280 0.5127
H -2.417 -4.048 2.893 0.1039
H -3.550 -5.124 2.302 0.2929
C 1.313 1.083 -5.400 -1.1676
C 1.932 -0.228 -4.982 0.8750
O 2.181 -0.466 -3.825 -0.5043
C 2.224 -1.231 -6.075 -1.1387
H 1.157 1.704 -4.520 0.2905
H 1.977 1.606 -6.091 0.3453
H 0.351 0.905 -5.883 0.3510
H 2.926 -0.807 -6.795 0.3482
H 1.300 -1.506 -6.586 0.3378
H 2.664 -2.125 -5.636 0.2480
C 6.553 -6.601 3.063 -1.2310
C 6.643 -5.155 3.489 0.8303
O 5.694 -4.576 3.958 -0.4840
C 7.973 -4.464 3.296 -0.9381
H 5.547 -6.970 3.253 0.2777
H 6.766 -6.689 1.996 0.3128
H 7.266 -7.203 3.629 0.3983
H 8.243 -4.466 2.238 0.0810
H 8.747 -4.975 3.872 0.4080
H 7.896 -3.434 3.639 0.3193
C -1.585 8.836 -0.560 -0.7968
C -0.828 7.734 0.148 0.5826
O 0.378 7.674 0.095 -0.5837
C -1.653 6.733 0.910 -0.6339
H -0.878 9.489 -1.070 0.3361
H -2.265 8.403 -1.296 0.1993
H -2.151 9.425 0.165 0.3410
H -2.335 6.223 0.230 0.1307
H -2.220 7.241 1.694 0.3369
H -1.000 5.995 1.371 0.0751
C -4.020 1.265 -1.307 -1.0187
C -4.586 0.420 -2.419 0.8393
O -3.882 -0.056 -3.285 -0.6132
C -6.078 0.193 -2.405 -0.9535
H -2.942 1.353 -1.425 0.2173
H -4.462 2.263 -1.337 0.4149
H -4.226 0.804 -0.340 0.2650
H -6.598 1.140 -2.479 0.2809
H -6.370 -0.314 -1.484 0.3116
H -6.354 -0.430 -3.255 0.3149
C 6.108 -1.187 -1.348 -0.8999
C 6.588 -2.499 -0.776 0.8323
O 5.858 -3.199 -0.116 -0.4601
C 8.018 -2.893 -1.063 -0.9378
H 5.070 -1.026 -1.065 0.0474
H 6.712 -0.366 -0.957 0.4207
H 6.180 -1.204 -2.438 0.3160
H 8.699 -2.145 -0.654 0.1226
H 8.174 -2.986 -2.139 0.3862
H 8.225 -3.853 -0.592 0.2477
C -2.536 -6.360 4.873 -0.4738
C -3.409 -7.446 4.297 0.8509
O -4.049 -7.278 3.284 -0.5502
C -3.452 -8.760 5.042 -1.2298
H -2.601 -5.480 4.243 -0.1728
H -2.874 -6.103 5.878 0.3600
H -1.497 -6.695 4.909 0.2938
H -3.827 -8.602 6.055 0.3150
H -2.452 -9.195 5.088 0.3109
H -4.114 -9.449 4.522 0.3323
C 12.232 -0.184 1.584 -1.1633
C 11.371 -1.276 0.997 0.8303
O 10.785 -1.125 -0.049 -0.5442
C 11.273 -2.566 1.775 -0.9289
H 12.213 0.683 0.928 0.3113
H 11.850 0.106 2.564 0.3276
H 13.261 -0.532 1.683 0.3304
H 10.852 -2.375 2.763 0.3072
H 12.263 -3.014 1.882 0.3665
H 10.626 -3.260 1.243 0.1447
C -10.677 0.669 -2.797 -1.0643
C -9.847 1.766 -2.175 0.7457
O -8.653 1.647 -2.029 -0.4747
C -10.574 3.016 -1.743 -1.0382
H -10.032 -0.167 -3.058 0.2563
H -11.433 0.325 -2.088 0.3252
H -11.165 1.036 -3.700 0.3259
H -11.326 2.771 -0.991 0.3237
H -11.059 3.483 -2.603 0.3233
H -9.862 3.718 -1.315 0.2353
C -5.986 6.226 0.740 -1.2839
C -5.207 6.782 -0.428 0.9504
O -4.352 6.126 -0.977 -0.5814
C -5.545 8.184 -0.875 -1.0077
H -5.644 5.216 0.955 0.3298
H -5.830 6.848 1.623 0.3062
H -7.051 6.197 0.499 0.3623
H -5.370 8.890 -0.062 0.3126
H -6.590 8.237 -1.183 0.4757
H -4.918 8.457 -1.718 0.1118
C -5.336 12.321 -4.079 -1.1787
C -5.057 11.395 -2.919 0.7803
O -5.949 10.804 -2.355 -0.5223
C -3.617 11.242 -2.496 -0.7225
H -6.405 12.339 -4.278 0.3186
H -5.002 13.331 -3.839 0.3205
H -4.815 11.968 -4.971 0.3201
H -3.214 12.209 -2.190 0.4179
H -3.025 10.844 -3.322 0.3453
H -3.557 10.555 -1.657 -0.0759
```

Calculated values
DFT total energy: -108845.896 eV
charge: -1
highest occupied orbital energy: -5.312 eV
strongest force on any atom: 0.0672 hartree/bohr
HOMO-LUMO gap: 7.17 eV
LUMO level: 1.859 eV

Entry 3:
Computed, not measured: a cluster of 13 separate species, C41H83N12O13 in total at a distorted geometry, with ωB97M-V/def2-TZVPD.

```
149
Properties=species:S:1:pos:R:3:mulliken_charge:R:1
N -0.617 -0.798 -0.534 -0.3650
H -0.207 -1.681 -0.382 0.1218
H -0.076 -0.070 -0.041 0.0410
H -1.583 -0.936 -0.263 0.1624
H 3.045 -0.222 -0.176 0.3244
C 1.777 2.420 2.015 -1.1847
C 2.030 3.709 1.699 1.3201
C 2.692 4.054 0.275 1.0085
O 2.709 5.223 -0.063 -0.6764
C 3.151 2.875 -0.526 -1.8462
C 2.893 1.654 -0.136 0.2740
C 2.245 1.289 1.242 1.3404
O 2.264 0.074 1.600 -0.7595
O 3.214 0.521 -0.804 -0.7633
O 1.812 4.714 2.355 -1.0220
H 1.461 2.094 3.028 -0.0331
H 3.672 3.147 -1.380 0.8381
C -0.499 1.493 -3.723 -1.2191
C -1.815 2.227 -4.073 0.3988
C -1.872 2.448 -5.591 -0.7086
C -1.991 1.294 -6.394 0.2529
N -2.306 0.440 -7.075 -0.4918
H -0.233 0.717 -4.443 0.4671
H -0.462 1.066 -2.709 0.0633
H 0.249 2.289 -3.800 0.4213
H -1.907 3.194 -3.598 0.1073
H -2.732 1.670 -3.771 0.0272
H -0.920 2.891 -5.950 0.2876
H -2.663 3.094 -5.874 0.4067
C -0.325 -1.576 3.457 -0.3640
C 1.010 -1.748 4.249 -0.3042
C 1.303 -0.634 5.304 -0.3099
C 0.257 -0.456 6.226 0.2245
N -0.688 -0.283 6.890 -0.5157
H -1.156 -1.399 4.203 0.4947
H -0.491 -2.486 2.858 -0.1807
H -0.328 -0.677 2.781 -0.0184
H 1.918 -1.786 3.634 0.1050
H 0.861 -2.698 4.748 0.4908
H 1.630 0.290 4.821 -0.0018
H 2.132 -0.935 5.891 0.3934
C -6.135 -0.461 -1.990 -0.0149
O -5.070 -0.910 -1.610 -0.5059
N -6.505 0.779 -1.764 0.2153
C -7.728 1.415 -2.300 -0.8503
C -5.535 1.626 -1.047 -0.9148
H -6.865 -1.068 -2.485 0.3567
H -8.223 1.860 -1.433 0.3126
H -8.364 0.649 -2.813 0.2647
H -7.467 2.201 -3.033 0.3109
H -4.732 1.963 -1.697 0.2568
H -6.001 2.538 -0.675 0.3605
H -4.999 1.137 -0.213 0.2908
C -0.682 8.867 1.150 0.1801
O -0.817 9.372 0.058 -0.6073
N 0.573 8.449 1.597 0.1432
C 0.844 7.918 2.914 -0.5468
C 1.620 8.530 0.618 -1.0207
H -1.439 8.670 1.928 0.2731
H 1.585 8.515 3.381 0.3514
H 1.254 6.947 2.808 0.1298
H -0.045 7.879 3.509 0.2901
H 1.153 8.592 -0.357 0.3026
H 2.165 9.512 0.604 0.2993
H 2.162 7.655 0.687 0.3536
C -1.908 -4.135 -1.025 0.8301
O -0.797 -4.505 -1.305 -0.6924
N -2.467 -4.091 0.201 0.6269
C -3.798 -3.523 0.290 -1.0672
C -1.933 -4.815 1.337 -0.6282
H -2.569 -3.706 -1.814 -0.5094
H -4.139 -3.117 -0.703 0.1869
H -3.884 -2.854 1.088 0.3754
H -4.486 -4.311 0.400 0.3641
H -2.128 -4.266 2.255 0.3663
H -2.313 -5.853 1.446 0.0687
H -0.851 -4.918 1.142 0.0341
C -2.850 4.772 -0.928 -0.1389
O -4.024 4.472 -1.041 -0.6050
N -1.855 4.225 -0.231 0.2565
C -0.465 4.647 -0.445 -0.6376
C -1.921 2.962 0.583 -1.0587
H -2.420 5.583 -1.468 0.5352
H -0.238 5.022 -1.448 0.4248
H 0.120 3.683 -0.381 -0.2075
H -0.094 5.309 0.320 0.3187
H -2.845 2.959 1.151 0.3569
H -1.921 2.110 -0.070 0.2805
H -1.026 2.957 1.138 0.4299
C 3.996 5.575 4.186 0.3728
O 3.746 5.903 5.356 -0.6890
N 4.932 4.693 3.873 0.0510
C 5.053 4.234 2.521 -0.8541
C 5.291 3.803 4.974 -1.1186
H 3.455 5.979 3.328 0.1604
H 6.085 4.025 2.316 0.3968
H 4.717 5.004 1.843 0.4254
H 4.455 3.354 2.362 0.1710
H 4.464 3.333 5.546 0.2882
H 5.911 3.026 4.655 0.4319
H 5.812 4.330 5.741 0.3580
C -4.064 -3.852 -3.954 0.0505
O -4.225 -5.040 -4.186 -0.6717
N -2.983 -3.179 -4.444 0.2014
C -2.583 -1.864 -3.988 -0.5598
C -2.015 -3.937 -5.196 -0.9419
H -4.694 -3.147 -3.346 0.3654
H -3.531 -1.353 -3.742 0.0356
H -2.033 -1.390 -4.816 0.1467
H -1.963 -1.951 -3.067 0.4082
H -2.501 -4.624 -5.880 0.3498
H -1.447 -3.267 -5.807 0.3852
H -1.404 -4.646 -4.567 0.2035
C -3.832 -7.431 -0.071 -0.0423
O -3.819 -7.621 1.126 -0.6020
N -2.921 -7.813 -0.997 0.3255
C -1.763 -8.574 -0.555 -1.1669
C -3.020 -7.348 -2.327 -0.6743
H -4.621 -6.863 -0.637 0.3916
H -1.460 -8.482 0.495 0.3078
H -0.971 -8.292 -1.177 0.4390
H -1.767 -9.672 -0.725 0.2999
H -3.740 -6.529 -2.435 0.0870
H -2.130 -6.754 -2.718 0.2187
H -3.290 -8.047 -3.145 0.3595
C 7.406 -0.626 -0.306 0.1529
O 7.320 -1.829 -0.237 -0.5785
N 6.773 0.273 0.426 0.2299
C 6.800 1.758 0.438 -0.6798
C 5.780 -0.155 1.467 -0.9290
H 8.233 -0.169 -0.969 0.2131
H 7.601 1.945 -0.224 0.4132
H 7.074 2.016 1.463 0.2218
H 5.890 2.267 0.122 0.1651
H 5.606 -1.195 1.347 0.3438
H 6.198 0.121 2.455 0.3315
H 4.856 0.352 1.298 0.2086
C 1.378 -7.089 0.433 0.6177
O 1.407 -8.318 0.569 -0.6753
N 2.346 -6.235 0.713 0.2134
C 2.233 -4.854 0.403 -0.7650
C 3.640 -6.769 1.108 -0.9907
H 0.420 -6.590 -0.001 -0.1284
H 2.169 -4.329 1.358 0.4508
H 1.288 -4.735 -0.109 -0.0041
H 3.041 -4.492 -0.336 0.3536
H 4.371 -5.941 1.246 0.3798
H 3.595 -7.227 2.104 0.3055
H 4.036 -7.508 0.395 0.2922
```

Calculated values
DFT total energy: -88361.561 eV
charge: -1
highest occupied orbital energy: -6.303 eV
strongest force on any atom: 0.0984 hartree/bohr
HOMO-LUMO gap: 7.85 eV
LUMO level: 1.544 eV

> Which formula does entry 2 have?

C41H81BF2N3O16S2

> What is the DFT total energy in the third record?

-88361.561 eV

> The lowest DFT total energy belongs to which entry?

C41H80Br3N7O5P

> The lowest DFT total energy belongs to which entry?

C41H80Br3N7O5P